1.
DFT (ωB97M-V with the def2-TZVPD basis set) results for C27H40BGaN8S4 as an isolated structure.

The charge is +2. The calculation puts the LUMO energy at -5.68 eV. As for the total energy: -136955.2062 eV. The calculation puts the molar mass at 685.476 g/mol. For the energy relative to the best compared isomer or geometry (same formula, charge and spin), the calculation gives 1.509 eV. The calculation puts the HOMO-LUMO gap at 7.436 eV.

The geometry in XYZ format:
```
81
Properties=species:S:1:pos:R:3:forces:R:3:lowdin_charge:R:1
Ga 4.9278 -19.1688 -6.2366 -0.91 0.44 0.38 -0.0998
C 4.2246 -22.2390 -11.2476 1.15 0.41 -0.77 -0.0456
C 3.8738 -21.7905 -9.8468 0.90 -0.46 0.62 -0.5427
C 5.1663 -22.0595 -8.9959 -0.94 -0.48 -0.96 -0.0231
C 2.7034 -22.5805 -9.3192 -0.11 -1.53 -0.11 -0.0390
N 3.6396 -20.3299 -9.8740 -0.88 -1.18 0.98 0.0174
C 3.7179 -19.5501 -10.9515 1.14 -0.33 -3.03 -0.0468
C 3.6123 -18.2761 -10.6054 -0.41 0.01 1.57 0.0185
N 3.4318 -18.2685 -9.2049 -0.21 0.18 -1.65 0.0726
B 3.3806 -16.9281 -8.4481 -0.60 -0.24 0.26 -0.5733
N 2.4116 -17.0968 -7.2410 -0.53 0.40 0.55 0.0254
C 1.0249 -17.1008 -7.3907 0.68 0.46 -2.06 -0.0117
C 0.4620 -17.1473 -6.1770 -0.76 -0.71 0.57 -0.0049
N 1.4833 -17.2638 -5.2505 1.91 0.84 -0.95 0.0189
C 2.6629 -17.1839 -5.9401 0.21 -0.16 1.04 -0.5574
S 4.3027 -17.2009 -5.2066 -1.11 -0.50 -0.22 0.8273
C 1.3630 -17.5666 -3.8139 -1.42 2.30 1.73 -0.5340
C 1.3919 -19.0295 -3.6878 -1.54 -1.48 -0.29 -0.0322
C 2.3850 -16.8859 -2.8253 -1.42 -1.10 0.42 -0.0477
C -0.0352 -17.0262 -3.3954 -0.75 -1.95 -1.04 -0.0329
N 4.7371 -16.3112 -8.0282 0.09 -0.29 -0.20 0.0234
C 4.7974 -14.8999 -7.9200 0.37 -2.38 -0.70 0.0279
C 6.1046 -14.6615 -7.6964 -0.44 1.13 0.69 -0.0313
N 6.7905 -15.8304 -7.5431 0.90 -1.07 0.21 0.0162
C 5.9630 -16.8637 -7.7538 -1.50 0.97 -0.81 -0.5893
S 6.3836 -18.5886 -7.7913 0.25 0.95 -0.43 0.8289
C 8.2026 -15.9332 -6.9592 -0.11 0.85 -1.11 -0.5170
C 9.0898 -16.9144 -7.7332 0.42 0.18 -1.02 -0.0543
C 8.7863 -14.4946 -7.0670 -0.26 0.16 -1.16 -0.0405
C 8.0647 -16.2595 -5.5003 -0.97 0.31 1.22 -0.0286
C 3.3534 -19.5508 -8.8346 1.13 0.60 1.24 -0.5977
S 3.1084 -20.1115 -7.2058 -0.16 -0.31 0.49 0.8387
H 4.3950 -23.3266 -11.2088 -0.18 0.48 -0.29 0.1075
H 5.2130 -21.7426 -11.4896 -0.97 -0.71 -0.11 0.1148
H 3.5029 -21.9628 -12.0421 0.22 -0.43 0.59 0.1041
H 5.4481 -23.1040 -9.2207 0.16 0.56 0.14 0.1049
H 4.9095 -22.0141 -7.9471 0.32 0.27 0.24 0.0234
H 5.9405 -21.3592 -9.3352 -0.01 -0.27 0.45 0.0886
H 2.9968 -23.6514 -9.3020 0.00 0.56 -0.07 0.1139
H 1.8569 -22.5512 -9.9734 -0.51 0.23 -0.64 0.0912
H 2.3166 -22.3978 -8.3351 0.24 0.55 0.52 0.0422
H 3.9615 -19.9099 -11.9532 -0.39 0.02 0.61 0.1450
H 3.4989 -17.4912 -11.3042 0.20 1.11 0.11 0.1340
H 2.8426 -16.1925 -9.2021 -0.01 0.44 -0.16 0.1296
H 0.6376 -17.0144 -8.4320 0.04 -0.07 1.34 0.1580
H -0.5904 -17.1887 -5.8989 0.60 0.11 -0.17 0.1372
H 2.3097 -19.3808 -4.0627 1.32 -0.74 -0.51 0.0489
H 0.5709 -19.4550 -4.3066 0.53 0.06 0.32 0.1167
H 1.2614 -19.4264 -2.6889 -0.01 0.30 0.34 0.1098
H 3.2649 -17.5119 -2.7177 -0.04 0.01 0.31 0.0434
H 1.7938 -16.8073 -1.8631 1.07 -0.17 -0.92 0.1125
H 2.7088 -15.9067 -3.0883 0.05 0.83 -0.42 0.0649
H -0.8595 -17.5793 -3.9353 0.82 0.77 0.37 0.1013
H -0.1405 -15.9822 -3.5007 -0.02 1.28 -0.56 0.0851
H -0.2750 -17.2095 -2.3744 0.31 -0.44 0.96 0.0819
H 3.8999 -14.3125 -8.1240 0.70 -0.08 0.15 0.1471
H 6.5654 -13.7159 -7.5592 0.28 0.36 0.01 0.1184
H 9.0578 -16.7083 -8.8466 -0.18 -0.30 1.17 0.1160
H 8.9052 -18.0066 -7.5469 0.30 1.32 -0.04 0.0523
H 10.1102 -16.6064 -7.4432 -0.27 -0.66 -0.03 0.0965
H 8.7738 -14.0668 -8.1183 -0.04 -0.71 1.14 0.1245
H 9.8117 -14.5083 -6.7498 0.52 -0.13 0.14 0.0859
H 8.2784 -13.7845 -6.4118 -0.05 -0.15 0.00 0.0877
H 7.7692 -17.2841 -5.2232 0.39 0.16 -0.55 0.0619
H 7.2474 -15.6201 -5.1254 0.31 -0.11 0.15 0.0976
H 8.9565 -15.9693 -4.9407 0.04 -0.24 -0.16 0.1082
N 8.4899 -23.1164 -1.6200 0.50 -0.18 -0.51 0.1274
C 8.8208 -22.2628 -2.6179 1.28 0.14 1.16 -0.8440
S 10.3506 -21.8887 -3.1391 -0.91 -0.37 0.29 0.7461
C 7.7336 -21.5230 -3.2721 -1.09 -0.74 -0.92 -0.2294
C 6.8816 -22.2784 -4.1294 0.62 1.42 0.83 0.0422
C 5.9852 -21.5901 -4.9087 -0.49 0.05 -0.31 -0.0601
N 5.7911 -20.2441 -4.8262 1.10 -0.99 0.15 -0.0457
C 6.5662 -19.5678 -3.9583 -0.30 1.23 -0.22 -0.0995
C 7.5486 -20.1489 -3.1833 -0.95 -0.27 -0.27 0.0252
H 9.2095 -23.7092 -1.2062 -0.14 0.42 -0.28 0.1257
H 7.5440 -23.3889 -1.4074 -0.12 0.26 -0.09 0.1185
H 7.0109 -23.3451 -4.1208 -0.20 -0.23 -0.48 0.1329
H 5.3895 -22.0913 -5.6587 -0.14 -0.12 0.07 0.1132
H 6.3852 -18.4652 -3.9601 0.24 -1.07 0.36 0.0978
H 8.0499 -19.5334 -2.4792 0.73 0.28 0.34 0.1290
```
Positions in Å, forces in eV/Å.



2.
DFT (ωB97M-V with the def2-TZVPD basis set) results for C27H40Cl3GaN7 as an isolated structure.

The charge is +3. The calculation puts the LUMO energy (spin up / spin down) at -11.01 / -10.54 eV. As for the total energy: -128996.5527 eV. The calculation puts the molar mass at 638.748 g/mol. The calculation puts the HOMO-LUMO gap (spin up / spin down) at 4.845 / 5.876 eV.

The geometry in XYZ format:
```
78
Properties=species:S:1:pos:R:3:forces:R:3:lowdin_charge:R:1
Ga 0.4826 0.3675 0.2382 -0.65 -0.74 -0.59 0.9160
C 4.3896 0.6284 1.4111 0.01 -0.07 0.01 -0.0137
C 3.1657 1.2230 2.0344 0.01 -0.18 0.23 -0.2608
C 2.3349 2.1214 1.3199 -0.17 -0.72 -0.55 -0.0881
C 1.3086 2.8331 1.9667 -0.50 0.36 0.53 -0.3069
C 0.5623 3.9093 1.2262 -0.09 -0.11 -0.01 -0.0194
C 1.0785 2.5746 3.3094 0.00 0.27 -0.24 -0.0230
C 1.8460 1.6477 4.0196 -0.31 0.17 0.31 -0.2271
C 1.5998 1.4044 5.4779 0.03 0.05 -0.07 -0.0101
C 2.8814 0.9921 3.3710 0.37 -0.19 -0.35 0.0134
H 5.2766 1.1209 1.8103 0.05 0.02 0.03 0.1137
H 4.4137 0.7592 0.3336 0.00 -0.02 -0.08 0.0550
H 4.4832 -0.4309 1.6454 0.02 -0.04 0.00 0.0964
H 2.6154 2.4335 0.3195 0.12 0.02 0.05 0.0989
H -0.0156 4.5292 1.9082 -0.03 -0.01 -0.01 0.0985
H -0.1287 3.4950 0.4811 0.02 0.02 0.04 0.0741
H 1.2553 4.5560 0.6888 0.03 0.03 0.00 0.1019
H 0.3162 3.1355 3.8383 0.00 0.03 -0.03 0.1371
H 1.6679 0.3449 5.7202 -0.03 -0.04 -0.01 0.0946
H 0.6375 1.7942 5.8027 -0.02 -0.01 0.00 0.0886
H 2.3708 1.9042 6.0663 0.04 0.05 0.03 0.1114
H 3.5219 0.3377 3.9495 0.03 -0.09 -0.05 0.1432
C 1.5185 -1.2775 -4.9620 -0.01 0.10 -0.10 0.0077
N 0.7539 -1.1720 -3.7163 0.15 -0.11 0.25 -0.0968
C -0.4611 -1.9770 -3.6978 -0.12 -0.09 0.02 0.0035
C 1.1313 -0.3952 -2.7092 -0.38 -0.07 0.24 -0.3362
N 0.1952 0.0122 -1.7749 0.84 0.19 0.23 0.0540
C -1.0155 0.5281 -2.1540 -0.78 0.23 0.05 -0.2280
C -1.3232 1.0847 -3.4111 0.15 -0.04 0.24 -0.0011
C -2.5758 1.5873 -3.6336 -0.28 0.04 0.17 -0.0087
C -3.5557 1.5877 -2.6079 0.12 0.04 -0.30 -0.0083
C -3.2733 1.0888 -1.3664 0.14 0.08 0.08 0.0047
C -2.0016 0.5485 -1.1152 0.16 0.14 -0.83 -0.2386
N -1.5618 0.0819 0.0869 0.39 -0.07 0.99 0.0424
C -2.4350 -0.4504 1.0191 0.20 0.16 -0.40 -0.3389
N -2.3271 -0.1126 2.2975 0.22 0.16 0.06 -0.1067
C -2.5113 -1.0651 3.3924 -0.10 -0.04 0.05 0.0012
C -1.8112 1.1920 2.7133 -0.07 -0.06 0.00 -0.0089
N -3.3380 -1.3402 0.6107 0.18 -0.04 0.14 -0.1010
C -3.1796 -2.1161 -0.6121 0.01 -0.09 -0.09 -0.0012
C -4.5876 -1.5879 1.3323 -0.11 0.06 -0.01 0.0031
N 2.4127 -0.0737 -2.5147 0.08 0.16 0.00 -0.1213
C 2.8048 1.3022 -2.2152 -0.02 0.07 -0.04 -0.0128
C 3.5145 -0.9767 -2.8430 0.09 -0.02 -0.03 -0.0068
H 0.8118 -1.1848 -5.7866 0.03 -0.01 -0.01 0.1155
H 2.0175 -2.2420 -5.0379 0.03 -0.01 -0.01 0.1118
H 2.2413 -0.4714 -5.0338 -0.01 -0.01 -0.03 0.0999
H -1.2367 -1.5237 -4.3177 0.01 -0.01 0.04 0.1102
H -0.8222 -2.0925 -2.6793 0.00 0.00 -0.04 0.0695
H -0.2206 -2.9598 -4.1031 -0.01 0.02 0.00 0.1127
H -0.5690 1.1204 -4.1850 0.01 0.01 -0.06 0.1301
H -2.8249 2.0087 -4.5967 0.00 0.02 -0.04 0.1303
H -4.5269 2.0160 -2.8101 -0.04 -0.02 -0.01 0.1304
H -4.0061 1.1316 -0.5727 -0.06 0.00 0.03 0.1328
H -2.7832 -2.0434 3.0120 0.03 0.00 0.01 0.0856
H -3.2753 -0.7161 4.0852 -0.03 -0.03 0.00 0.1141
H -1.5646 -1.1499 3.9277 -0.01 0.02 0.05 0.1060
H -1.7837 1.8824 1.8729 -0.01 -0.03 0.02 0.0917
H -0.8149 1.0923 3.1422 -0.04 -0.04 0.00 0.0694
H -2.4764 1.6011 3.4745 0.00 0.00 0.00 0.1195
H -2.1360 -2.1170 -0.9185 -0.03 0.00 -0.02 0.0643
H -3.8050 -1.7175 -1.4138 0.04 -0.01 0.00 0.1115
H -3.4859 -3.1422 -0.4080 0.00 0.02 -0.01 0.1123
H -4.7712 -0.7945 2.0509 -0.02 -0.02 0.00 0.1050
H -4.5710 -2.5530 1.8371 -0.02 -0.01 0.01 0.1070
H -5.3952 -1.5954 0.6005 -0.01 0.01 0.02 0.1138
H 1.9266 1.9205 -2.0378 0.02 -0.01 -0.02 0.0916
H 3.3484 1.7140 -3.0676 0.01 0.01 0.01 0.1187
H 3.4554 1.3276 -1.3475 0.08 0.02 0.01 0.0597
H 3.1458 -1.9918 -2.9561 0.00 -0.01 -0.01 0.1025
H 4.2176 -0.9530 -2.0102 0.01 0.00 -0.02 0.1043
H 4.0439 -0.6728 -3.7456 0.01 -0.01 -0.01 0.1076
Cl -0.3840 -4.9401 2.0589 0.10 0.02 -0.09 0.6909
C 0.5828 -4.4285 0.6749 -0.03 -0.17 -0.02 -1.6125
Cl 2.2562 -4.9557 0.7965 -0.16 0.04 0.01 0.7093
Cl -0.1566 -4.9508 -0.8508 0.05 0.01 0.09 0.6686
C 0.5704 -2.9567 0.6543 0.08 0.24 0.10 -0.2897
N 0.5550 -1.8120 0.6334 0.23 0.36 -0.02 0.2106
```
Positions in Å, forces in eV/Å.



3.
DFT (ωB97M-V with the def2-TZVPD basis set) results for a 9-piece molecular cluster, C27H40Cl6F2O4 overall.

The charge is -1. The calculation puts the LUMO energy (spin up / spin down) at 1.86 / 1.86 eV. As for the total energy: -117405.3265 eV. The calculation puts the molar mass at 679.327 g/mol. The calculation puts the HOMO-LUMO gap (spin up / spin down) at 1.496 / 6.035 eV. Its spin multiplicity is 2.

The geometry in XYZ format:
```
79
Properties=species:S:1:pos:R:3:forces:R:3:lowdin_spin:R:1
F -0.3935 0.0280 -4.5043 0.52 -0.10 0.13 -0.0031
C -1.6231 0.5990 -4.4213 -0.98 0.95 -0.41 0.0484
C -2.1444 0.9213 -3.1821 1.42 -0.69 0.27 0.1758
C -3.4616 1.4131 -3.1004 -1.33 0.61 0.03 0.2203
C -4.1707 1.5982 -4.2784 -0.26 0.12 -0.61 0.0456
C -3.6182 1.3789 -5.5234 -0.12 -0.01 -0.23 0.1920
C -2.2746 0.8948 -5.6252 1.25 -0.78 0.83 0.2062
H -1.5869 0.8069 -2.2643 0.27 -0.29 -0.05 0.0173
H -3.9243 1.5956 -2.1418 -0.06 0.00 0.12 0.0234
H -5.2045 1.9102 -4.2991 -0.24 0.16 0.41 -0.0040
H -4.1994 1.5170 -6.4232 -0.15 0.07 -0.04 0.0159
H -1.7606 0.5700 -6.5177 -0.28 0.06 -0.30 0.0225
F -4.5076 3.6420 4.1948 -0.36 0.55 0.58 0.0000
C -3.8171 3.2798 3.1088 0.78 -1.19 -0.10 0.0004
C -3.1199 2.0541 3.1922 -0.93 1.15 -1.40 0.0012
C -2.5268 1.5889 2.0150 0.28 -0.05 1.44 0.0013
C -2.4946 2.3487 0.8741 -1.03 1.37 -0.50 0.0017
C -3.1632 3.6127 0.8488 0.62 -1.37 0.37 0.0019
C -3.8430 4.0914 1.9739 0.76 -0.83 -0.20 0.0012
H -3.1277 1.3921 4.0455 -0.22 0.38 0.28 0.0001
H -2.0533 0.6300 2.1655 0.25 -0.15 -0.74 0.0001
H -2.0571 1.9946 -0.0477 0.13 -0.07 -0.01 0.0005
H -3.1311 4.1467 -0.0894 -0.14 0.25 0.06 0.0034
H -4.3267 5.0570 1.9643 -0.18 -0.08 0.13 0.0002
C 0.1052 -4.4698 -1.7472 -0.60 0.27 0.09 0.0004
Cl 0.2045 -3.7787 -3.3955 0.10 -0.30 0.66 0.0027
Cl 1.6004 -5.3414 -1.2404 -0.87 0.48 -0.25 0.0003
H -0.1635 -3.6776 -1.0484 0.88 0.17 -0.07 0.0003
H -0.7878 -5.0892 -1.6631 0.57 -0.58 -0.42 0.0001
C 4.7002 -0.9374 -2.7806 -1.99 -0.02 0.21 0.0000
Cl 4.0613 -0.2578 -4.2959 0.03 -0.31 -0.04 0.0005
Cl 6.3165 -1.4574 -2.9627 1.51 -0.14 0.11 0.0000
H 4.5157 -0.2055 -1.9942 0.56 0.13 -0.19 0.0000
H 4.1182 -1.8199 -2.5152 -0.13 0.15 -0.25 0.0000
C 3.2724 -2.2784 2.9015 0.35 -0.57 -0.71 0.0000
Cl 4.6143 -2.1677 4.0689 -0.36 0.05 0.20 0.0000
Cl 1.7748 -3.0529 3.5048 0.60 0.37 0.09 0.0000
H 3.0188 -1.3037 2.4848 0.03 -0.16 0.25 0.0000
H 3.6961 -2.9273 2.1350 -0.52 0.19 -0.07 0.0000
C -0.0866 1.2202 5.3709 0.21 -0.03 0.08 0.0001
C 0.9706 0.6374 4.4773 0.30 0.25 -1.81 0.0001
O 0.8215 0.7274 3.2511 0.54 -0.54 2.03 0.0003
C 2.2764 0.0842 5.0738 0.26 0.33 -0.53 0.0001
H -0.5530 0.4349 5.9658 -0.13 -0.02 0.01 0.0000
H -0.8079 1.7494 4.7481 -0.04 -0.17 0.15 0.0000
H 0.3715 1.9194 6.0705 0.03 0.03 0.08 0.0000
H 2.9744 -0.1340 4.2656 -0.32 0.05 0.00 0.0000
H 2.2541 -0.7991 5.7120 -0.64 -0.02 -0.07 0.0000
H 2.7917 0.8414 5.6648 -0.28 0.31 0.15 0.0000
C -0.5839 -5.6783 2.9202 0.91 -1.03 0.23 0.0000
C -1.2015 -4.7645 1.9424 -1.38 0.38 -2.08 0.0000
O -1.3842 -5.0979 0.7625 0.51 0.72 2.12 0.0002
C -1.7706 -3.4503 2.5125 0.63 -1.14 -1.14 0.0000
H -0.3572 -6.6257 2.4311 -0.10 -0.01 0.04 0.0000
H -1.2039 -5.8573 3.7986 -0.18 0.11 -0.08 0.0000
H 0.3656 -5.2923 3.2909 -0.01 0.21 0.00 0.0000
H -2.4805 -3.0803 1.7727 -0.30 -0.01 0.41 0.0000
H -0.9792 -2.7033 2.5736 0.04 -0.08 0.46 0.0000
H -2.1722 -3.7686 3.4746 -0.25 0.79 0.06 0.0000
C 1.3283 0.0667 -1.6153 -0.29 0.50 0.48 0.0026
C 1.2546 -0.9152 -0.4423 0.01 0.81 -1.32 0.0004
O 2.1795 -1.6615 -0.1728 -0.67 0.21 0.18 0.0003
C -0.0283 -0.7861 0.3866 2.02 -0.66 0.21 0.0013
H 1.9050 0.9192 -1.2562 0.61 -0.07 0.12 0.0003
H 0.3816 0.5721 -1.8060 -0.27 -0.55 -0.17 0.0032
H 1.7551 -0.2589 -2.5639 0.03 -0.33 0.29 0.0001
H -0.1334 0.2622 0.6662 -0.41 -0.04 -0.21 0.0001
H 0.2711 -1.3422 1.2750 -0.78 -0.14 0.27 0.0000
H -0.8584 -1.2174 -0.1728 -0.15 0.24 0.16 0.0018
C 2.2475 3.0291 -4.5070 -0.66 -0.28 -1.10 0.0028
C 2.7934 3.1161 -3.1538 1.94 -0.19 1.69 0.0015
O 3.6152 2.3344 -2.7045 -0.45 0.09 -0.23 0.0009
C 2.3929 4.3125 -2.3306 -0.91 -0.13 -0.46 0.0022
H 1.1872 3.2821 -4.5102 -0.13 -0.28 -0.03 0.0023
H 2.4197 2.0489 -4.9514 -0.07 0.12 0.08 0.0006
H 2.7030 3.7897 -5.1412 0.25 0.11 0.00 0.0004
H 1.4349 4.5635 -2.7860 -0.10 0.84 0.54 0.0007
H 3.1179 5.1190 -2.4397 -0.05 0.02 -0.17 0.0003
H 2.2713 4.0966 -1.2692 0.09 -0.19 -0.14 0.0006
```
Positions in Å, forces in eV/Å.



> Look up the charge of the third one.

-1



> What is the charge in the first record?

+2



> Number 3 is which compound?

C27H40Cl6F2O4



> The highest charge belongs to which entry?

C27H40Cl3GaN7